[1]
{
  "formula": "C85H101BiClGe2N3O8PS6Si",
  "method": "ωB97M-V/def2-TZVPD",
  "gap_ev": 7.4038,
  "total_energy_ha": -11914.87649,
  "charge": -1,
  "e_homo_ha": -0.19635,
  "e_above_lowest_kcal_mol": 86.2,
  "elements": ["Bi", "C", "O", "C", "O", "N", "N", "H", "H", "H", "H", "H", "H", "O", "S", "O", "O", "C", "C", "C", "C", "C", "C", "P", "C", "C", "C", "C", "C", "C", "C", "C", "C", "C", "C", "C", "H", "H", "H", "H", "H", "H", "H", "H", "H", "H", "H", "H", "H", "H", "C", "C", "C", "C", "C", "C", "C", "C", "C", "C", "C", "C", "C", "C", "C", "Ge", "S", "S", "Ge", "S", "S", "C", "C", "C", "C", "C", "C", "C", "C", "C", "C", "C", "C", "C", "C", "C", "C", "C", "C", "C", "C", "C", "C", "C", "C", "C", "C", "C", "C", "C", "C", "C", "C", "C", "H", "H", "H", "H", "H", "H", "H", "H", "H", "H", "H", "H", "H", "H", "H", "H", "H", "H", "H", "H", "H", "H", "H", "H", "H", "H", "H", "H", "H", "H", "H", "H", "H", "H", "H", "H", "H", "H", "H", "H", "H", "H", "H", "H", "H", "H", "H", "H", "H", "H", "Cl", "C", "C", "C", "C", "N", "C", "H", "H", "H", "H", "C", "C", "C", "C", "O", "Si", "S", "O", "C", "C", "C", "C", "O", "C", "C", "C", "C", "H", "H", "H", "H", "H", "H", "H", "H", "H", "H", "H", "H", "H", "H", "H", "H", "H", "H", "H", "H", "H", "H", "H", "H", "H", "H", "H"],
  "xyz": [[0.180, 0.141, 0.474], [0.220, -0.984, -4.611], [0.473, 0.356, -4.162], [0.196, 0.552, -2.867], [-0.281, -0.296, -2.137], [0.529, 1.800, -2.473], [0.187, 2.174, -1.176], [0.595, -1.025, -5.630], [-0.848, -1.201, -4.585], [0.731, -1.703, -3.971], [0.743, 2.487, -3.176], [-0.818, 2.361, -1.057], [0.783, 2.910, -0.816], [1.351, -2.004, 1.332], [1.497, -3.029, 0.264], [2.767, -3.715, 0.291], [1.125, -2.501, -1.041], [0.270, -4.276, 0.637], [0.705, -5.444, 1.241], [-0.200, -6.454, 1.515], [-1.536, -6.270, 1.199], [-1.968, -5.094, 0.606], [-1.075, -4.066, 0.298], [-1.577, -2.436, -0.481], [-3.296, -2.411, 0.233], [-3.452, -1.659, 1.397], [-4.618, -1.739, 2.141], [-5.679, -2.509, 1.692], [-5.572, -3.190, 0.489], [-4.386, -3.147, -0.230], [-1.956, -2.987, -2.180], [-2.928, -2.279, -2.887], [-3.231, -2.606, -4.198], [-2.545, -3.636, -4.832], [-1.554, -4.323, -4.146], [-1.260, -4.003, -2.827], [1.760, -5.552, 1.456], [0.131, -7.376, 1.976], [-2.251, -7.055, 1.414], [-3.018, -4.975, 0.388], [-2.663, -0.987, 1.713], [-4.695, -1.187, 3.068], [-6.593, -2.568, 2.271], [-6.407, -3.770, 0.114], [-4.303, -3.691, -1.163], [-3.443, -1.464, -2.393], [-4.004, -2.060, -4.726], [-2.782, -3.896, -5.856], [-1.012, -5.120, -4.640], [-0.474, -4.533, -2.303], [3.569, 7.014, -2.774], [4.258, 5.891, -2.046], [4.364, 4.629, -2.616], [4.994, 3.583, -1.954], [5.105, 2.224, -2.594], [5.530, 3.810, -0.680], [5.427, 5.073, -0.089], [5.947, 5.345, 1.298], [4.793, 6.096, -0.784], [6.302, 2.733, 0.002], [7.671, 2.669, -0.243], [8.457, 1.720, 0.385], [7.870, 0.826, 1.263], [6.499, 0.862, 1.512], [5.705, 1.827, 0.881], [3.717, 1.867, 1.161], [2.641, 0.480, -0.190], [3.147, 1.840, 3.374], [1.553, 3.298, 2.644], [-0.229, 2.291, 1.837], [2.806, 3.953, 0.857], [1.106, 4.733, 3.994], [0.281, 4.502, 5.113], [0.068, 5.538, 6.024], [0.638, 6.786, 5.853], [1.417, 7.018, 4.738], [1.646, 6.007, 3.806], [2.430, 6.430, 2.608], [3.791, 6.717, 2.735], [4.550, 6.363, 3.988], [4.447, 7.374, 1.698], [3.778, 7.755, 0.546], [4.464, 8.565, -0.523], [2.436, 7.414, 0.414], [1.750, 6.757, 1.425], [0.286, 6.442, 1.268], [-0.486, 3.266, 5.449], [-1.771, 3.093, 4.921], [-2.347, 4.047, 3.909], [-2.556, 2.043, 5.381], [-2.130, 1.209, 6.403], [-3.005, 0.093, 6.907], [-0.865, 1.417, 6.938], [-0.025, 2.415, 6.461], [1.363, 2.572, 7.026], [5.964, -0.185, 2.420], [5.612, -1.417, 1.869], [5.711, -1.670, 0.392], [5.202, -2.440, 2.718], [5.177, -2.267, 4.092], [4.824, -3.419, 4.995], [5.556, -1.037, 4.624], [5.958, 0.010, 3.807], [6.415, 1.318, 4.398], [3.414, 6.767, -3.824], [4.157, 7.932, -2.718], [2.593, 7.211, -2.324], [3.950, 4.454, -3.604], [4.736, 2.246, -3.619], [4.521, 1.490, -2.032], [6.141, 1.882, -2.602], [6.601, 4.550, 1.649], [5.097, 5.421, 1.981], [6.492, 6.291, 1.325], [4.711, 7.070, -0.315], [8.112, 3.381, -0.932], [9.521, 1.674, 0.187], [8.462, 0.064, 1.755], [-0.571, 5.348, 6.878], [0.458, 7.576, 6.571], [1.851, 7.995, 4.565], [4.067, 5.552, 4.529], [4.611, 7.227, 4.656], [5.570, 6.062, 3.743], [5.501, 7.609, 1.806], [5.531, 8.659, -0.316], [4.036, 9.568, -0.566], [4.335, 8.107, -1.505], [1.906, 7.690, -0.492], [-0.112, 6.906, 0.366], [-0.286, 6.793, 2.128], [0.131, 5.361, 1.192], [-1.566, 4.510, 3.309], [-2.908, 4.837, 4.419], [-3.018, 3.515, 3.234], [-3.531, 1.885, 4.930], [-4.060, 0.356, 6.823], [-2.782, -0.141, 7.948], [-2.838, -0.811, 6.315], [-0.520, 0.778, 7.745], [1.532, 1.854, 7.828], [1.521, 3.578, 7.419], [2.109, 2.402, 6.245], [6.215, -0.861, -0.133], [4.717, -1.791, -0.026], [6.233, -2.610, 0.204], [4.906, -3.384, 2.272], [4.014, -4.009, 4.568], [4.532, -3.069, 5.987], [5.687, -4.080, 5.115], [5.547, -0.894, 5.701], [6.219, 1.344, 5.470], [5.895, 2.156, 3.932], [7.487, 1.461, 4.236], [-0.819, -4.555, 4.688], [-0.228, -2.956, 4.404], [0.781, -2.433, 5.195], [1.204, -1.147, 4.931], [0.560, -0.430, 3.935], [-0.394, -0.935, 3.169], [-0.764, -2.197, 3.379], [1.205, -3.016, 6.001], [2.013, -0.692, 5.487], [0.815, 0.602, 3.756], [-1.538, -2.609, 2.746], [-7.343, 1.746, -2.286], [-6.190, 0.755, -2.082], [-5.105, 1.030, -3.128], [-6.702, -0.678, -2.219], [-5.706, 0.880, -0.750], [-4.535, 1.822, -0.075], [-2.620, 1.135, -0.479], [-4.822, 3.327, -0.714], [-4.019, 4.489, -0.871], [-3.222, 4.382, -2.175], [-3.065, 4.683, 0.308], [-4.991, 5.667, -0.957], [-4.881, 1.841, 1.533], [-6.058, 2.225, 2.255], [-5.667, 3.365, 3.196], [-7.210, 2.684, 1.358], [-6.519, 1.014, 3.064], [-7.636, 1.780, -3.337], [-7.007, 2.736, -1.975], [-8.209, 1.461, -1.686], [-5.423, 0.673, -4.109], [-4.177, 0.538, -2.843], [-4.905, 2.100, -3.182], [-7.166, -0.827, -3.196], [-7.437, -0.881, -1.438], [-5.877, -1.382, -2.098], [-2.652, 3.452, -2.164], [-2.540, 5.228, -2.281], [-3.899, 4.368, -3.032], [-2.425, 3.807, 0.424], [-3.631, 4.810, 1.234], [-2.439, 5.564, 0.155], [-5.738, 5.470, -1.728], [-4.456, 6.586, -1.205], [-5.508, 5.802, -0.005], [-5.219, 4.175, 2.618], [-4.937, 3.017, 3.927], [-6.545, 3.748, 3.719], [-6.911, 3.548, 0.765], [-8.071, 2.949, 1.973], [-7.480, 1.877, 0.682], [-5.747, 0.727, 3.781], [-6.694, 0.177, 2.388], [-7.439, 1.240, 3.606]],
  "forces_ev_per_angstrom": [[-0.19, -0.18, -0.37], [-0.07, -0.17, 0.05], [-0.03, 0.08, 0.10], [0.12, -0.05, -0.09], [0.25, 0.16, 0.02], [-0.09, 0.16, -0.19], [-0.30, -0.28, 0.14], [0.01, 0.00, 0.01], [0.01, 0.04, -0.02], [0.05, 0.04, -0.03], [-0.04, 0.09, 0.03], [0.07, 0.25, -0.21], [0.24, -0.13, 0.05], [-0.11, -0.43, -0.39], [0.38, 0.04, 0.23], [0.16, 0.01, 0.23], [-0.12, 0.11, -0.11], [-0.17, 0.30, -0.16], [0.10, -0.07, -0.05], [-0.04, 0.02, 0.03], [-0.03, -0.13, 0.02], [0.05, 0.13, -0.07], [0.41, 0.05, 0.08], [-1.07, -0.69, 0.63], [0.17, 0.11, -0.11], [-0.01, -0.08, -0.09], [0.00, 0.04, 0.08], [-0.02, -0.02, 0.06], [0.00, -0.04, -0.07], [0.04, 0.08, 0.01], [0.16, 0.17, -0.13], [0.05, 0.07, 0.01], [-0.05, -0.03, -0.02], [0.00, 0.02, 0.01], [-0.04, -0.05, -0.07], [0.07, 0.03, 0.06], [-0.03, 0.01, 0.01], [0.01, 0.00, 0.02], [-0.03, 0.03, -0.01], [-0.02, -0.02, -0.01], [0.03, -0.03, 0.06], [-0.02, 0.03, -0.06], [-0.01, 0.02, -0.01], [0.00, 0.01, 0.00], [-0.03, -0.07, 0.02], [-0.03, 0.05, -0.01], [0.02, 0.02, 0.01], [0.02, -0.01, 0.00], [0.02, 0.01, 0.03], [-0.01, -0.01, 0.01], [-0.29, -0.59, -0.93], [0.11, -0.13, 0.01], [-0.14, -0.07, -0.01], [0.02, -0.04, 0.04], [0.00, 0.07, 0.06], [0.12, 0.13, -0.16], [0.26, -0.14, -0.27], [0.53, -0.92, -0.28], [1.24, -1.73, -0.73], [-0.08, 0.10, -0.02], [0.02, 0.02, -0.01], [0.00, 0.00, 0.01], [-0.03, 0.06, 0.03], [0.19, 0.24, 0.04], [-0.62, -0.17, 0.10], [-0.18, 0.33, -0.07], [1.21, 0.11, 0.28], [-0.18, 0.14, -0.33], [0.17, -0.03, -0.09], [-0.10, 0.77, 0.92], [-0.17, -0.81, 0.46], [-0.01, -0.66, -0.36], [0.07, 0.30, 0.02], [0.02, 0.00, 0.00], [0.00, 0.02, 0.01], [0.03, 0.02, 0.01], [0.10, 0.06, -0.08], [0.10, 0.38, 0.08], [-0.59, 0.64, 0.25], [-0.08, 0.16, 0.04], [-0.98, 1.54, 0.90], [-1.65, 1.82, 2.06], [-0.46, 2.82, 0.13], [-0.33, 0.19, 0.16], [-0.04, 0.27, 0.04], [0.16, 0.00, 0.03], [-0.12, -0.20, -0.12], [0.15, 0.00, -0.06], [0.16, -0.14, -0.04], [-0.02, -0.05, -0.01], [-0.01, 0.01, 0.02], [0.06, 0.02, -0.10], [0.06, -0.09, -0.05], [0.05, -0.02, -0.09], [-0.11, -0.02, -0.02], [0.02, -0.08, 0.03], [0.00, 0.00, 0.06], [-0.12, -0.16, 0.01], [-0.02, 0.04, -0.05], [0.04, -0.04, 0.05], [0.00, 0.07, -0.05], [0.00, 0.00, -0.08], [-0.07, 0.02, -0.01], [-0.02, -0.07, -0.05], [-0.04, -0.11, -0.03], [-0.45, -0.43, -1.45], [0.06, 0.14, -0.15], [0.02, -0.01, -0.04], [-0.02, -0.02, 0.00], [0.01, -0.04, -0.07], [0.00, -0.04, -0.03], [0.13, -0.09, -0.08], [0.78, -0.68, -0.51], [0.20, -0.50, 0.01], [1.84, -3.83, -1.58], [-0.01, 0.01, 0.00], [0.00, 0.00, 0.00], [0.02, 0.01, 0.00], [-0.01, -0.03, -0.01], [-0.01, -0.01, 0.01], [0.00, 0.00, -0.03], [0.04, -0.04, 0.02], [-0.01, -0.04, 0.04], [0.00, 0.05, 0.11], [-0.48, 0.31, 0.06], [0.03, 0.09, 0.04], [-0.03, 0.24, 0.11], [0.37, 1.30, 1.86], [-0.04, 0.02, 0.14], [-0.02, -0.02, -0.02], [-0.05, -0.01, -0.01], [-0.12, 0.01, -0.05], [-0.03, 0.06, -0.03], [-0.02, 0.02, -0.06], [0.11, 0.07, 0.02], [0.07, -0.01, 0.06], [0.00, -0.03, 0.02], [-0.02, -0.02, 0.00], [-0.02, -0.05, 0.02], [0.04, -0.03, -0.01], [0.03, 0.00, -0.02], [0.05, -0.01, -0.01], [0.06, 0.03, 0.03], [-0.01, -0.10, -0.04], [-0.25, 0.02, -0.12], [0.10, 0.03, 0.00], [-0.05, -0.03, 0.07], [-0.06, -0.02, 0.05], [-0.04, -0.04, -0.02], [-0.03, -0.02, 0.03], [0.00, -0.01, 0.00], [0.01, 0.02, 0.00], [0.04, 0.03, 0.04], [0.01, 0.02, 0.02], [-0.08, -0.18, 0.00], [0.02, 0.18, -0.11], [0.02, -0.03, 0.01], [-0.02, 0.04, 0.07], [0.01, 0.19, 0.15], [-0.17, -0.18, -0.13], [-0.04, 0.01, 0.27], [0.06, -0.07, -0.03], [-0.03, 0.03, 0.02], [0.06, 0.03, -0.05], [0.01, -0.09, -0.08], [0.16, -0.09, 0.13], [-0.20, 0.00, -0.23], [0.03, 0.01, 0.23], [0.13, 0.12, 0.08], [-0.17, -0.02, 0.02], [0.46, -0.14, -0.17], [-0.43, -0.05, 0.03], [-0.15, 0.06, -0.04], [0.18, 0.25, -0.02], [-0.11, -0.12, 0.12], [-0.17, -0.16, -0.03], [0.05, -0.15, 0.02], [-0.11, 0.07, 0.21], [-0.17, 0.13, 0.18], [-0.02, -0.18, -0.14], [0.31, -0.09, -0.07], [0.15, 0.06, -0.11], [-0.03, -0.02, 0.00], [-0.04, 0.06, -0.05], [0.00, 0.01, 0.02], [-0.04, 0.04, -0.01], [0.04, -0.06, -0.05], [0.05, 0.03, -0.05], [0.00, -0.02, -0.01], [0.00, -0.01, 0.00], [0.00, -0.03, -0.02], [0.03, 0.01, -0.04], [0.00, 0.02, -0.01], [0.00, -0.02, -0.01], [0.08, 0.03, 0.02], [0.03, 0.04, -0.01], [-0.01, 0.03, 0.01], [0.01, 0.03, -0.03], [-0.02, 0.03, 0.02], [0.00, 0.01, 0.01], [-0.05, 0.04, 0.04], [-0.13, 0.09, -0.04], [0.00, -0.01, 0.04], [-0.04, 0.03, -0.04], [0.00, 0.00, 0.01], [-0.12, -0.01, -0.09], [-0.01, -0.02, 0.01], [-0.04, -0.02, 0.01], [0.00, 0.01, 0.03]]
}

=====

[2]
{
  "formula": "C14H38BF3N2O6Pt",
  "method": "ωB97M-V/def2-TZVPD",
  "gap_ev": [9.5142, 5.5746],
  "total_energy_ha": -1560.31933,
  "charge": 1,
  "spin_multiplicity": 4,
  "e_homo_ha": [-0.43681, -0.43578],
  "s2": 3.76,
  "elements": ["Pt", "C", "O", "O", "C", "F", "F", "F", "C", "C", "H", "H", "H", "H", "H", "H", "B", "H", "H", "H", "H", "C", "C", "O", "O", "H", "H", "H", "H", "H", "H", "C", "C", "C", "O", "C", "N", "H", "H", "H", "H", "H", "H", "H", "H", "H", "H", "H", "C", "C", "C", "O", "C", "N", "H", "H", "H", "H", "H", "H", "H", "H", "H", "H", "H"],
  "xyz": [[23.004, -20.451, 15.009], [25.715, -22.270, 13.544], [25.240, -22.142, 12.193], [24.754, -21.567, 14.232], [26.074, -23.796, 13.833], [25.231, -24.830, 13.508], [27.155, -24.093, 13.010], [26.464, -24.092, 15.053], [26.047, -22.233, 11.053], [25.229, -22.209, 9.749], [24.342, -22.821, 9.914], [24.960, -21.174, 9.540], [25.848, -22.539, 8.915], [26.618, -23.162, 11.040], [26.850, -21.505, 10.943], [26.670, -21.757, 13.663], [20.994, -21.627, 14.438], [20.412, -20.720, 14.504], [21.671, -21.467, 13.613], [21.526, -21.754, 15.368], [20.309, -22.421, 14.185], [22.825, -23.310, 18.494], [23.807, -22.532, 17.600], [23.122, -21.367, 17.012], [21.754, -22.479, 18.854], [23.387, -23.525, 19.403], [22.582, -24.292, 18.088], [24.324, -23.173, 16.886], [24.476, -22.111, 18.350], [22.308, -21.178, 17.485], [21.298, -22.872, 19.603], [20.694, -16.716, 15.586], [21.110, -17.936, 14.818], [22.340, -17.695, 14.001], [22.849, -18.899, 13.384], [23.943, -18.568, 12.539], [21.473, -18.864, 15.924], [19.704, -16.788, 16.037], [20.640, -15.861, 14.912], [21.381, -16.281, 16.311], [20.246, -18.277, 14.248], [22.972, -17.140, 14.694], [21.961, -17.135, 13.146], [24.711, -18.235, 13.238], [23.582, -17.868, 11.786], [24.270, -19.440, 11.974], [20.614, -19.248, 16.291], [21.802, -18.381, 16.748], [25.615, -18.777, 18.031], [25.145, -18.040, 16.744], [26.197, -17.098, 16.109], [25.798, -16.598, 14.826], [25.270, -15.312, 14.819], [24.760, -19.118, 15.858], [25.017, -19.579, 18.463], [25.982, -18.122, 18.821], [26.620, -19.165, 17.866], [24.284, -17.407, 16.958], [27.012, -17.815, 16.016], [26.682, -16.359, 16.746], [24.506, -15.374, 15.594], [24.931, -15.285, 13.784], [25.997, -14.544, 15.083], [25.308, -18.935, 15.030], [25.067, -19.973, 16.300]],
  "forces_ev_per_angstrom": [[-0.03, -0.20, -0.64], [-1.56, 0.87, -2.19], [-0.16, -0.08, 0.64], [0.08, -1.12, 1.54], [0.45, -2.57, -1.70], [-0.51, 1.97, 0.14], [-0.53, 1.13, 0.77], [0.11, 0.98, 1.08], [1.51, -1.33, -1.56], [0.03, 0.64, 1.22], [0.01, -0.01, -0.45], [-0.40, -0.05, -0.10], [-0.13, -0.26, 0.15], [-0.24, -0.29, 0.20], [-0.12, 0.77, 0.66], [0.43, 0.05, 0.14], [-0.69, 0.84, -0.01], [-2.32, 3.40, 0.13], [3.11, 0.60, -3.69], [1.76, -1.24, 4.12], [-1.79, -3.29, -0.52], [0.99, -0.76, 0.36], [-1.03, 0.94, 1.41], [1.46, -0.95, -0.05], [-0.38, 0.20, -0.39], [0.19, -0.23, 0.07], [-0.70, 0.21, -0.36], [-0.25, 0.48, -0.26], [0.62, 0.16, -0.60], [-0.41, -0.45, 0.49], [-0.15, 0.06, 0.01], [-0.57, 2.52, -1.06], [0.08, -0.29, 2.11], [-1.57, -0.07, -1.05], [-0.82, 0.25, 0.89], [0.30, -0.49, -0.15], [-0.09, -1.71, -0.33], [0.11, -0.29, 0.03], [-0.46, 0.14, -0.38], [0.40, -0.78, 0.34], [0.34, -0.57, 0.03], [1.06, -0.16, -0.64], [0.59, 0.79, 0.11], [0.43, 0.59, -0.83], [0.35, 0.48, 0.27], [-0.11, -0.28, 0.43], [-0.30, -0.81, -0.33], [0.66, 0.59, -0.19], [1.87, 1.46, 0.29], [-0.98, 1.01, 2.39], [0.64, -1.51, -0.32], [1.77, -2.32, 1.08], [-0.43, -0.52, 0.30], [0.13, -0.23, -1.12], [-0.42, 0.32, -0.38], [-1.02, 0.54, 0.34], [0.02, -0.81, -0.81], [-0.41, -0.12, 0.22], [0.52, 0.08, -0.99], [-0.84, 0.43, 0.29], [-0.72, 1.04, -0.30], [-0.48, 1.04, 0.29], [0.07, 0.09, -0.22], [0.03, -0.68, -0.55], [0.51, -0.19, -0.35]]
}